1.
DFT (the ωB97M-V functional and the def2-TZVPD basis) results for a cluster of 2 separate species, C5H5Br2ClN2 in total.

Computed properties:
HOMO (alpha / beta) ... -7.91 / -8.02 eV
E_LUMO (alpha / beta) ... -0.0178 / -0.0236 hartree
Frontier orbital gap (alpha / beta) ... 7.4 / 7.4 eV

Atoms and positions in Å:
Br1 -3.54 0.10 -0.71
Br2 0.64 2.49 -0.06
Cl1 -2.15 0.96 1.86
N1 0.20 -0.66 1.16
N2 -0.70 -1.87 -0.56
C1 -0.96 2.19 -0.81
C2 -1.91 0.24 0.17
C3 0.41 -2.49 0.00
C4 0.96 -1.72 1.01
C5 -0.82 -0.75 0.19
H1 0.79 -3.52 -0.13
H2 1.83 -1.94 1.50
H3 0.55 0.14 1.48
H4 -1.02 1.76 -1.77
H5 -1.81 2.87 -0.55

2.
DFT (the ωB97M-V functional and the def2-TZVPD basis) results for the molecule C6H8N2.

Computed properties:
HOMO (alpha / beta) ... -8.20 / -8.20 eV
E_LUMO (alpha / beta) ... -0.0203 / -0.0203 hartree
Frontier orbital gap (alpha / beta) ... 7.6 / 7.6 eV

Atoms and positions in Å:
N1 -2.83 0.01 -0.32
N2 -0.95 2.91 0.46
C1 0.41 -0.93 1.30
C2 0.06 0.80 -0.52
C3 -0.71 1.71 0.29
C4 -1.81 0.54 -0.28
C5 0.74 -0.34 -0.03
C6 1.30 -1.28 -1.04
H1 -1.92 3.22 0.54
H2 1.33 -1.12 1.84
H3 -0.27 -0.29 1.89
H4 1.66 -0.76 -1.91
H5 2.14 -1.83 -0.60
H6 -0.14 -1.90 1.22
H7 0.57 -2.02 -1.41
H8 0.42 1.27 -1.43

Here are the calculated energy above the lowest of the compared OMol25 structures with the same formula, charge and spin numbers, same order: 241.0, 431.8 (kJ/mol).
Here are the calculated electronic energy numbers, same order: -160850.2645, -9327.2323 (eV).
Here are the calculated max |F| numbers, same order: 4.4, 6.9 (eV/Å).